Run i
Entry from the OMol25 dataset: a gas-phase ion, C5H13N4 (charge +1) (the ωB97M-V functional and the def2-TZVPD basis).

Geometry (Å):
C -0.41 2.10 -0.18
C -0.79 -0.06 -1.44
C -0.18 1.29 -1.22
C 1.36 -0.51 0.82
C -0.45 -2.09 1.07
N -1.18 1.83 0.93
N 0.39 -1.21 0.29
N 2.22 0.20 0.13
N 0.18 -1.11 -1.08
H 0.11 3.04 -0.13
H -1.73 -0.17 -0.88
H -1.00 -0.21 -2.50
H 0.48 1.64 -1.99
H 1.47 -0.55 1.90
H -1.50 -1.94 0.80
H -0.19 -3.13 0.85
H -0.34 -1.91 2.13
H -1.44 2.63 1.48
H 2.11 0.24 -0.88
H 2.92 0.76 0.58
H -1.94 1.18 0.80
H -0.11 -2.01 -1.45

Charge: +1
Frontier orbital gap, eV: 9.157
SMILES: CN(C=[NH2+])NC/C=C\N
HOMO energy, eV: -11.95

---

Run ii
Entry from the OMol25 dataset: a gas-phase ion, C5H13N4 (charge +1) (the ωB97M-V functional and the def2-TZVPD basis).

Geometry (Å):
C 1.82 0.47 -0.36
C -0.38 -0.33 0.64
C -1.43 0.44 -0.24
C -2.76 -0.19 -0.46
C 1.55 -1.77 -0.60
N 1.64 1.75 -0.04
N 1.03 -0.51 -0.06
N -1.07 1.60 -0.60
N -0.26 0.19 1.95
H 2.83 0.07 -0.71
H -0.60 -1.44 0.55
H -2.60 -1.12 -1.02
H -3.37 0.62 -0.77
H -3.22 -0.68 0.52
H 2.48 -2.08 -0.14
H 0.88 -2.58 -0.31
H 1.71 -1.78 -1.70
H 0.68 2.11 0.08
H -1.61 2.30 -1.07
H 2.33 2.42 -0.14
H 0.23 1.05 1.91
H 0.11 -0.53 2.56

Charge: +1
Frontier orbital gap, eV: 10.581
SMILES: [H]/N=C(\C)[C@H](N)/[N+](C)=C\N
HOMO energy, eV: -13.71

---

Which structure wins on stability? run i wins.

---

Run i
Entry from the OMol25 dataset: 4 unconnected molecules or ions with the total composition C24H72N12O4P4 (the ωB97M-V functional and the def2-TZVPD basis).

Geometry (Å):
O 1.26 -2.38 1.75
P 0.67 -1.36 0.87
N 0.36 0.04 1.68
C 1.32 0.44 2.67
C -0.31 1.17 1.06
N -0.79 -1.76 0.21
C -2.07 -1.56 0.84
C -0.82 -2.69 -0.90
N 1.63 -1.04 -0.44
C 2.94 -1.67 -0.59
C 1.27 -0.13 -1.51
H 0.91 1.04 3.49
H 2.07 1.14 2.25
H 1.85 -0.43 3.06
H -1.13 0.82 0.44
H 0.41 1.80 0.51
H -0.70 1.77 1.88
H -2.15 -0.58 1.31
H -2.88 -1.75 0.13
H -2.25 -2.29 1.64
H -1.35 -3.61 -0.62
H -1.37 -2.24 -1.74
H 0.16 -2.97 -1.28
H 3.36 -1.98 0.37
H 2.90 -2.45 -1.36
H 3.58 -0.88 -1.00
H 0.22 0.13 -1.40
H 1.38 -0.62 -2.49
H 1.89 0.77 -1.48
O -4.55 -3.87 2.91
P -4.75 -5.11 2.14
N -5.76 -6.19 2.89
C -6.30 -7.38 2.27
C -6.22 -5.95 4.24
N -3.29 -5.83 1.83
C -2.09 -5.45 2.56
C -3.08 -6.98 1.00
N -5.39 -5.00 0.61
C -6.81 -4.69 0.48
C -4.59 -4.51 -0.50
H -7.32 -7.17 1.92
H -6.37 -8.18 3.01
H -5.76 -7.70 1.38
H -5.62 -5.16 4.69
H -6.03 -6.84 4.87
H -7.27 -5.64 4.32
H -1.35 -5.05 1.85
H -2.35 -4.70 3.30
H -1.66 -6.32 3.07
H -2.18 -6.84 0.39
H -2.89 -7.86 1.63
H -3.94 -7.27 0.41
H -7.14 -5.01 -0.51
H -7.38 -5.11 1.30
H -7.00 -3.60 0.48
H -3.66 -5.07 -0.58
H -4.41 -3.44 -0.37
H -5.17 -4.68 -1.40
O -2.92 5.54 -2.73
P -2.85 4.22 -2.09
N -3.84 4.11 -0.77
C -3.94 2.95 0.09
C -4.75 5.23 -0.47
N -1.39 3.76 -1.47
C -0.87 4.45 -0.30
C -0.35 3.42 -2.44
N -3.21 2.97 -3.12
C -3.03 1.57 -2.72
C -4.19 3.18 -4.14
H -2.98 2.45 0.22
H -4.74 2.29 -0.26
H -4.30 3.26 1.08
H -4.28 6.14 -0.84
H -4.94 5.28 0.60
H -5.69 5.12 -1.02
H -0.03 3.85 0.07
H -0.56 5.48 -0.45
H -1.55 4.36 0.55
H 0.55 3.09 -1.91
H -0.68 2.69 -3.16
H 0.01 4.34 -2.94
H -3.99 1.13 -2.45
H -2.70 1.01 -3.60
H -2.27 1.48 -1.95
H -3.98 2.59 -5.04
H -4.15 4.23 -4.44
H -5.21 2.90 -3.82
O 5.49 4.38 -0.53
P 6.66 3.50 -0.38
N 7.59 3.23 -1.71
C 7.28 2.19 -2.69
C 8.50 4.29 -2.17
N 6.17 1.99 0.10
C 7.10 0.99 0.60
C 4.87 1.54 -0.31
N 7.73 4.03 0.76
C 9.10 3.63 0.85
C 7.25 4.96 1.78
H 8.11 2.11 -3.38
H 6.41 2.48 -3.30
H 7.08 1.25 -2.19
H 8.22 4.60 -3.18
H 9.52 3.90 -2.17
H 8.42 5.16 -1.53
H 6.88 0.03 0.12
H 8.11 1.23 0.27
H 7.02 0.90 1.68
H 4.94 0.99 -1.26
H 4.34 0.89 0.40
H 4.22 2.40 -0.44
H 9.80 4.48 0.79
H 9.30 3.04 1.75
H 9.37 3.03 -0.01
H 7.66 5.97 1.62
H 7.56 4.61 2.76
H 6.17 5.02 1.73

Frontier orbital gap, eV: 8.936
SMILES: CN(C)P(=O)(N(C)C)N(C)C.CN(C)P(=O)(N(C)C)N(C)C.CN(C)P(=O)(N(C)C)N(C)C.CN(C)P(=O)(N(C)C)N(C)C
HOMO energy, eV: -8.40

---

Run ii
Entry from the OMol25 dataset: 4 unconnected molecules or ions with the total composition C24H72N12O4P4 (the ωB97M-V functional and the def2-TZVPD basis).

Geometry (Å):
O -2.23 0.97 3.85
P -2.61 1.34 2.47
N -3.03 -0.01 1.59
C -3.56 -1.12 2.38
C -3.22 -0.16 0.13
N -1.39 2.07 1.53
C -1.11 3.48 1.80
C -0.17 1.29 1.34
N -3.95 2.38 2.47
C -4.40 2.93 3.75
C -4.40 3.11 1.30
H -3.83 -0.77 3.37
H -2.94 -2.02 2.36
H -4.54 -1.45 2.00
H -2.53 0.53 -0.34
H -4.27 0.07 -0.09
H -3.07 -1.23 -0.01
H -0.41 3.82 1.04
H -2.03 4.05 1.81
H -0.70 3.70 2.79
H 0.65 1.66 0.72
H 0.20 1.22 2.38
H -0.21 0.25 1.02
H -3.67 3.65 4.16
H -5.35 3.44 3.63
H -4.49 2.11 4.45
H -5.44 3.41 1.42
H -4.26 2.49 0.41
H -3.80 4.01 1.10
O 2.74 4.70 0.17
P 4.01 4.04 -0.29
N 4.50 2.87 0.84
C 5.84 2.30 0.86
C 3.44 2.18 1.52
N 5.34 5.01 -0.50
C 5.93 5.66 0.66
C 5.53 5.63 -1.80
N 3.76 3.22 -1.73
C 4.57 2.05 -2.07
C 2.66 3.54 -2.59
H 5.83 1.21 0.80
H 6.35 2.46 1.82
H 6.40 2.77 0.05
H 3.84 1.56 2.33
H 2.94 1.47 0.85
H 2.66 2.76 2.01
H 5.43 6.63 0.83
H 5.90 5.16 1.62
H 6.95 5.97 0.42
H 4.72 6.33 -2.06
H 6.42 6.25 -1.73
H 5.61 4.84 -2.55
H 4.25 1.58 -3.00
H 5.61 2.33 -2.25
H 4.47 1.33 -1.26
H 1.95 2.70 -2.59
H 2.94 3.61 -3.65
H 2.15 4.47 -2.34
O -4.37 -2.16 -2.72
P -5.75 -1.85 -3.22
N -6.84 -1.79 -1.92
C -6.50 -2.62 -0.75
C -8.20 -1.27 -2.01
N -6.30 -3.01 -4.30
C -7.74 -3.17 -4.52
C -5.53 -4.22 -4.53
N -6.04 -0.34 -3.96
C -5.61 0.87 -3.26
C -6.30 -0.21 -5.38
H -6.26 -3.64 -1.07
H -7.30 -2.72 -0.02
H -5.61 -2.18 -0.31
H -8.32 -0.62 -2.87
H -8.48 -0.82 -1.06
H -8.89 -2.10 -2.20
H -8.23 -2.20 -4.53
H -7.87 -3.56 -5.53
H -8.17 -3.82 -3.76
H -5.68 -4.57 -5.55
H -4.48 -4.02 -4.35
H -5.92 -5.05 -3.92
H -6.20 0.91 -2.34
H -4.59 0.68 -2.89
H -5.78 1.77 -3.84
H -7.29 0.25 -5.50
H -6.54 -1.14 -5.89
H -5.44 0.26 -5.86
O 4.82 -2.85 -0.18
P 4.73 -3.18 1.26
N 5.11 -4.78 1.66
C 5.78 -5.56 0.58
C 5.04 -5.42 2.95
N 3.22 -2.86 1.90
C 2.64 -1.56 1.64
C 2.28 -3.89 2.29
N 5.81 -2.30 2.23
C 5.88 -2.29 3.68
C 6.92 -1.63 1.59
H 6.78 -5.13 0.52
H 5.23 -5.44 -0.35
H 5.84 -6.62 0.82
H 4.55 -4.77 3.68
H 6.05 -5.52 3.39
H 4.62 -6.42 2.86
H 3.42 -0.80 1.68
H 2.19 -1.41 0.65
H 1.87 -1.29 2.36
H 2.16 -4.70 1.56
H 2.52 -4.31 3.27
H 1.25 -3.56 2.41
H 4.93 -2.54 4.15
H 6.63 -3.02 4.02
H 6.19 -1.31 4.02
H 7.27 -2.18 0.71
H 7.81 -1.53 2.22
H 6.71 -0.63 1.22

Frontier orbital gap, eV: 8.811
SMILES: CN(C)P(=O)(N(C)C)N(C)C.CN(C)P(=O)(N(C)C)N(C)C.CN(C)P(=O)(N(C)C)N(C)C.CN(C)P(=O)(N(C)C)N(C)C
HOMO energy, eV: -8.13

---

Which structure wins on stability? run i wins.